The following is a quantum chemistry calculation of C24H48Br12O34S9 as an isolated structure in a non-equilibrium geometry, from the OMol25 dataset.

Last column: Löwdin charge in e.
Geometry (Å):
O  1.087  0.482  -1.741  -0.334
S  0.078  1.181  -0.919  0.656
O  -1.067  1.898  -1.486  -0.327
O  -0.416  0.076  0.233  -0.233
C  -1.454  0.479  1.025  -0.324
C  -1.651  -0.530  2.215  -0.024
C  0.986  2.276  0.172  -0.155
H  -2.458  0.545  0.607  0.094
H  -1.345  1.481  1.440  0.041
H  -2.019  0.034  3.072  0.033
H  -0.779  -1.115  2.507  0.074
H  -2.293  -1.347  1.884  0.047
H  0.227  2.663  0.852  0.013
H  1.512  3.050  -0.386  0.002
H  1.789  1.736  0.673  0.054
O  -4.361  -1.951  -1.374  -0.277
S  -3.057  -2.555  -1.502  0.669
O  -2.175  -2.704  -0.307  -0.303
O  -3.033  -3.981  -2.291  -0.235
C  -3.809  -4.036  -3.471  -0.288
C  -5.172  -4.737  -3.331  -0.057
C  -2.115  -1.483  -2.635  -0.089
H  -3.247  -4.584  -4.227  0.128
H  -3.929  -3.066  -3.954  0.107
H  -5.587  -4.606  -4.330  0.079
H  -5.888  -4.225  -2.688  0.073
H  -5.179  -5.796  -3.070  0.079
H  -2.157  -0.408  -2.460  0.068
H  -2.479  -1.659  -3.647  0.059
H  -1.139  -1.958  -2.736  0.050
C  -4.307  3.107  2.227  -1.418
Br  -4.329  3.053  0.256  0.543
Br  -2.507  3.589  2.874  0.588
Br  -4.958  1.380  3.051  0.576
H  -5.040  3.876  2.470  -0.025
C  -2.538  4.529  -3.128  -1.404
Br  -3.581  5.761  -1.969  0.509
Br  -1.664  5.478  -4.602  0.611
Br  -3.981  3.187  -3.812  0.507
H  -1.763  4.095  -2.496  -0.058
C  4.547  2.768  -3.268  -1.466
Br  5.670  1.894  -1.834  0.592
Br  2.688  3.160  -2.862  0.669
Br  4.643  1.885  -5.032  0.595
H  5.063  3.682  -3.560  -0.039
C  -0.433  7.057  -0.358  -1.446
Br  -0.799  5.248  0.351  0.518
Br  0.968  6.875  -1.764  0.530
Br  -0.005  8.132  1.261  0.555
H  -1.351  7.408  -0.830  -0.055
C  3.121  -1.744  -3.974  -0.198
C  2.233  -0.729  -4.772  -0.203
O  1.025  -1.441  -4.867  -0.229
S  1.183  -3.095  -4.902  0.766
O  1.585  -3.636  -6.220  -0.240
O  -0.026  -3.639  -4.280  -0.254
O  2.513  -2.977  -3.940  -0.187
H  3.326  -1.392  -2.963  0.129
H  4.095  -1.796  -4.461  0.128
H  2.648  -0.716  -5.780  0.116
H  2.266  0.296  -4.405  0.068
C  1.312  -2.747  0.077  -0.226
C  1.137  -4.198  -0.440  -0.170
O  2.015  -4.939  0.359  -0.169
S  3.352  -4.037  0.658  0.725
O  4.475  -4.233  -0.244  -0.236
O  3.627  -4.130  2.087  -0.256
O  2.621  -2.620  0.330  -0.184
H  0.845  -2.592  1.049  0.122
H  0.888  -2.126  -0.713  0.121
H  1.276  -4.332  -1.513  0.119
H  0.137  -4.631  -0.394  0.130
C  -3.732  -3.817  2.698  -0.146
C  -3.387  -4.921  1.631  -0.181
O  -2.014  -5.209  1.741  -0.207
S  -1.417  -4.673  3.236  0.745
O  0.019  -4.320  3.192  -0.241
O  -1.820  -5.623  4.225  -0.230
O  -2.460  -3.413  3.165  -0.235
H  -4.420  -4.199  3.453  0.126
H  -4.108  -2.860  2.337  0.130
H  -3.529  -4.424  0.672  0.087
H  -4.001  -5.821  1.629  0.131
C  0.188  -0.232  6.654  -0.200
C  -0.650  -0.196  7.937  -0.144
O  -1.950  0.174  7.484  -0.207
S  -2.169  0.500  5.888  0.725
O  -2.699  1.838  5.729  -0.287
O  -2.796  -0.652  5.203  -0.273
O  -0.514  0.433  5.637  -0.216
H  0.317  -1.280  6.383  0.113
H  1.187  0.201  6.696  0.137
H  -0.180  0.436  8.691  0.129
H  -0.757  -1.201  8.346  0.130
C  2.536  -2.251  4.580  -0.180
C  3.880  -1.655  4.242  -0.170
O  3.631  -0.272  4.244  -0.187
S  2.259  0.026  3.459  0.730
O  2.319  -0.349  2.020  -0.246
O  1.626  1.296  3.752  -0.227
O  1.585  -1.254  4.297  -0.240
H  2.351  -2.298  5.654  0.128
H  2.352  -3.171  4.025  0.114
H  4.197  -2.006  3.260  0.119
H  4.538  -1.876  5.082  0.145
C  3.294  5.892  1.798  -0.228
C  3.486  5.335  3.192  -0.207
O  4.472  4.335  3.223  -0.172
S  4.717  3.744  1.723  0.729
O  4.181  2.389  1.662  -0.257
O  6.087  3.936  1.238  -0.257
O  3.641  4.828  0.998  -0.189
H  3.954  6.758  1.848  0.136
H  2.249  6.198  1.836  0.089
H  2.559  4.861  3.514  0.133
H  3.768  6.140  3.871  0.138
C  -0.614  1.692  -4.988  -0.170
C  0.238  2.652  -5.921  -0.222
O  0.564  1.954  -7.063  -0.189
S  -0.594  0.858  -7.444  0.739
O  0.009  -0.422  -7.754  -0.237
O  -1.546  1.381  -8.452  -0.257
O  -1.235  0.829  -5.906  -0.204
H  -1.276  2.281  -4.353  0.063
H  0.062  1.038  -4.439  0.097
H  1.132  3.015  -5.413  0.085
H  -0.376  3.507  -6.203  0.070

Properties
E_HOMO (eV): -10.28

The following is a quantum chemistry calculation of a 12-piece molecular cluster, C24H48Br24 overall in a non-equilibrium geometry, from the OMol25 dataset.

Last column: Löwdin charge in e.
Geometry (Å):
Br  27.490  -20.754  -10.772  0.662
C  27.320  -21.589  -12.526  -0.690
C  25.842  -22.093  -12.688  -0.703
Br  25.832  -23.097  -14.355  0.606
H  27.978  -22.444  -12.683  0.046
H  27.491  -20.789  -13.246  -0.016
H  25.079  -21.314  -12.672  0.043
H  25.577  -22.805  -11.907  0.011
Br  19.622  -17.413  -8.462  0.627
C  20.497  -19.066  -7.788  -0.615
C  20.816  -18.896  -6.271  -0.635
Br  21.896  -20.449  -5.642  0.570
H  21.353  -18.977  -8.458  -0.027
H  19.838  -19.864  -8.129  0.054
H  19.904  -18.784  -5.684  0.048
H  21.246  -17.913  -6.079  0.056
Br  25.630  -16.869  -17.910  0.607
C  26.789  -16.811  -16.301  -0.674
C  27.449  -18.193  -16.170  -0.643
Br  26.168  -19.406  -15.312  0.656
H  26.168  -16.607  -15.428  -0.036
H  27.430  -15.946  -16.474  0.050
H  28.355  -18.101  -15.571  -0.008
H  27.700  -18.523  -17.178  0.044
Br  25.305  -16.675  -7.145  0.142
C  27.249  -17.379  -7.688  -0.653
C  27.451  -17.395  -9.185  -0.776
Br  29.384  -17.475  -9.663  0.456
H  27.306  -18.436  -7.429  0.012
H  27.975  -16.816  -7.101  0.022
H  27.025  -16.501  -9.639  -0.046
H  26.806  -18.171  -9.597  -0.033
Br  19.769  -16.113  -14.068  0.649
C  19.934  -18.028  -13.678  -0.714
C  19.086  -18.454  -12.468  -0.654
Br  19.208  -20.421  -12.098  0.558
H  20.964  -18.233  -13.384  -0.044
H  19.822  -18.619  -14.586  0.044
H  18.058  -18.219  -12.742  0.049
H  19.359  -17.973  -11.528  -0.009
Br  24.620  -19.908  -8.405  0.572
C  23.619  -21.357  -9.340  -0.640
C  24.100  -22.815  -9.006  -0.623
Br  23.303  -24.196  -10.185  0.559
H  23.792  -21.194  -10.403  0.011
H  22.569  -21.190  -9.102  0.030
H  23.849  -23.181  -8.011  0.044
H  25.147  -22.970  -9.264  0.023
Br  25.548  -14.052  -9.136  0.577
C  26.285  -12.233  -8.745  -0.687
C  27.131  -12.343  -7.506  -0.602
Br  27.587  -10.419  -6.968  0.507
H  25.454  -11.527  -8.757  0.020
H  26.898  -11.953  -9.602  0.036
H  28.054  -12.848  -7.790  0.062
H  26.627  -12.904  -6.719  0.058
Br  20.751  -12.131  -11.359  0.492
C  19.838  -13.793  -10.546  -0.559
C  20.854  -14.898  -10.706  -0.770
Br  22.296  -14.917  -9.376  0.588
H  18.929  -13.944  -11.128  0.054
H  19.593  -13.613  -9.499  0.059
H  21.224  -15.075  -11.716  0.007
H  20.249  -15.778  -10.488  -0.044
Br  28.929  -13.482  -12.850  0.599
C  29.367  -15.123  -13.909  -0.704
C  30.484  -15.852  -13.281  -0.689
Br  30.824  -17.509  -14.260  0.645
H  29.564  -14.890  -14.956  0.060
H  28.436  -15.690  -13.888  -0.056
H  30.132  -16.234  -12.323  -0.006
H  31.359  -15.203  -13.260  0.067
Br  20.750  -18.014  -19.659  0.507
C  21.834  -17.264  -18.073  -0.616
C  21.631  -18.043  -16.781  -0.639
Br  22.959  -17.459  -15.448  0.653
H  21.680  -16.198  -17.910  0.064
H  22.889  -17.313  -18.345  -0.026
H  21.798  -19.112  -16.915  0.061
H  20.606  -17.910  -16.435  0.026
Br  26.376  -16.341  -12.564  0.734
C  24.581  -16.494  -11.814  -0.643
C  24.176  -17.982  -12.010  -0.603
Br  22.426  -18.326  -11.088  0.683
H  23.906  -15.825  -12.348  0.050
H  24.441  -16.293  -10.752  -0.015
H  24.787  -18.692  -11.452  0.012
H  24.172  -18.301  -13.052  -0.022
Br  24.852  -13.637  -15.325  0.594
C  24.221  -12.219  -14.076  -0.641
C  25.077  -12.203  -12.846  -0.711
Br  24.603  -10.787  -11.598  0.654
H  23.158  -12.439  -13.977  0.043
H  24.391  -11.270  -14.586  0.053
H  26.106  -11.998  -13.140  0.023
H  25.041  -13.198  -12.402  0.033

Properties
E_HOMO (spin up / spin down) (eV): -1.08 / -5.63
Charge: -1
Spin multiplicity: 2

The following is a quantum chemistry calculation of a 4-piece molecular cluster, C24H48BrNO7S overall in a non-equilibrium geometry, from the OMol25 dataset.

Last column: Löwdin charge in e.
Geometry (Å):
C  4.202  -4.655  -1.149  -0.086
O  4.613  -3.224  -1.332  -0.242
C  3.940  -2.543  -0.197  -0.224
C  3.869  -0.916  -0.375  -0.212
C  2.584  -0.405  -1.318  -0.229
C  1.949  -1.614  -2.226  -0.153
C  0.817  -1.150  -3.316  -0.357
C  1.420  -0.847  -4.832  -0.109
C  -0.281  -2.410  -3.391  -0.106
C  1.499  0.484  -0.474  -0.178
C  1.055  -0.115  0.978  -0.734
Br  -0.236  1.262  1.757  0.718
C  0.217  -1.522  0.941  -0.182
C  -0.210  -2.097  2.441  -0.262
N  -1.514  -2.887  2.228  -0.063
O  2.122  -0.249  1.975  -0.288
S  3.681  -0.119  1.307  0.864
O  4.083  1.406  1.257  -0.361
O  4.662  -0.747  2.373  -0.364
H  3.094  -4.744  -1.538  0.092
H  4.943  -5.403  -1.659  0.115
H  4.183  -4.805  0.033  0.106
H  2.880  -2.988  0.018  0.111
H  4.612  -2.794  0.757  0.146
H  4.877  -0.495  -0.838  0.176
H  3.087  0.349  -2.096  0.161
H  1.512  -2.516  -1.624  0.090
H  2.855  -2.056  -2.864  0.142
H  0.192  -0.206  -3.022  0.118
H  2.500  -0.394  -4.807  0.079
H  0.714  -0.004  -5.291  0.085
H  1.303  -1.776  -5.556  0.086
H  -0.718  -2.548  -2.291  0.079
H  -1.227  -2.125  -4.059  0.096
H  0.202  -3.418  -3.737  0.054
H  1.994  1.560  -0.328  0.134
H  0.487  0.707  -1.067  0.126
H  -0.740  -1.355  0.267  0.128
H  0.818  -2.421  0.437  0.108
H  0.610  -2.908  2.735  0.123
H  -0.304  -1.264  3.257  0.103
H  -1.312  -3.436  1.340  0.067
H  -1.627  -3.615  2.967  0.065
C  -0.636  6.195  3.531  -0.175
C  -0.643  4.896  4.295  -0.178
C  -2.035  4.372  4.014  -0.210
O  -2.407  4.853  2.716  -0.166
C  -1.459  5.850  2.310  -0.202
H  0.366  6.553  3.283  0.117
H  -1.143  6.972  4.116  0.119
H  0.105  4.214  3.873  0.109
H  -0.438  5.012  5.362  0.117
H  -2.760  4.763  4.736  0.113
H  -2.082  3.279  4.030  0.109
H  -0.835  5.415  1.521  0.116
H  -1.986  6.715  1.900  0.114
C  0.441  -7.275  -4.143  -0.176
C  0.982  -8.318  -3.200  -0.179
C  2.371  -7.793  -2.909  -0.199
O  2.302  -6.363  -2.999  -0.170
C  1.046  -6.003  -3.589  -0.217
H  -0.651  -7.244  -4.186  0.119
H  0.820  -7.458  -5.156  0.120
H  0.386  -8.330  -2.279  0.119
H  0.986  -9.328  -3.617  0.118
H  3.092  -8.141  -3.656  0.120
H  2.729  -8.083  -1.917  0.121
H  0.417  -5.576  -2.800  0.113
H  1.204  -5.243  -4.359  0.109
C  -6.115  7.420  1.461  -0.183
C  -6.331  6.732  2.784  -0.178
C  -5.021  6.994  3.495  -0.201
O  -4.529  8.251  3.010  -0.144
C  -5.302  8.631  1.864  -0.208
H  -7.042  7.682  0.945  0.114
H  -5.524  6.776  0.800  0.118
H  -7.153  7.216  3.324  0.116
H  -6.561  5.667  2.693  0.117
H  -4.277  6.228  3.254  0.098
H  -5.136  7.039  4.582  0.120
H  -5.950  9.463  2.159  0.116
H  -4.636  8.974  1.067  0.116

Properties
E_HOMO (eV): -9.09
Structure (SMILES): COC[C@H]1[C@@H](CC(C)C)C[C@@](Br)(CCN)OS1(=O)=O.C1CCOC1.C1CCOC1.C1CCOC1

The following is a quantum chemistry calculation of a 3-piece molecular cluster, C24H48ClO7P overall in a non-equilibrium geometry, from the OMol25 dataset.

Last column: Löwdin charge in e.
Geometry (Å):
C  4.993  -0.093  2.219  -0.092
O  3.833  -0.645  1.619  -0.167
C  3.186  -1.575  2.438  -0.276
C  1.731  -1.792  2.017  -0.174
C  1.069  -2.643  3.108  -0.213
C  -0.323  -3.166  2.752  -0.205
C  -0.363  -4.167  1.582  -0.181
C  -0.667  -3.538  0.208  -0.206
C  -2.147  -3.475  -0.154  -0.206
C  -2.930  -2.375  0.578  -0.263
C  -2.701  -0.976  -0.015  -0.368
P  -3.118  0.443  1.117  0.982
C  -1.549  1.426  1.373  -0.367
C  -1.276  2.440  0.248  -0.315
C  -0.162  1.950  -0.684  -0.555
Cl  -0.826  1.152  -2.161  0.573
C  -3.488  -0.203  2.821  -0.354
C  -3.933  0.897  3.791  -0.218
O  -5.138  0.440  4.486  -0.059
C  -4.885  0.194  5.796  -0.410
O  -5.412  0.789  6.625  0.150
H  5.014  -0.218  3.303  0.086
H  5.045  0.974  2.005  0.055
H  5.905  -0.532  1.810  0.092
H  3.141  -1.234  3.480  0.117
H  3.665  -2.566  2.462  0.129
H  1.660  -2.229  1.024  0.105
H  1.296  -0.790  1.996  0.106
H  0.946  -1.979  3.968  0.111
H  1.761  -3.425  3.427  0.114
H  -0.991  -2.314  2.626  0.080
H  -0.683  -3.699  3.637  0.107
H  0.602  -4.669  1.512  0.109
H  -1.121  -4.919  1.794  0.106
H  -0.199  -4.189  -0.534  0.111
H  -0.183  -2.572  0.082  0.092
H  -2.663  -4.425  -0.031  0.110
H  -2.200  -3.239  -1.222  0.108
H  -2.742  -2.446  1.648  0.069
H  -3.989  -2.606  0.451  0.108
H  -1.703  -0.885  -0.443  0.039
H  -3.387  -0.879  -0.853  0.058
H  -1.659  1.976  2.308  0.072
H  -0.738  0.708  1.521  0.061
H  -0.896  3.357  0.698  0.100
H  -2.166  2.717  -0.312  0.085
H  0.433  1.182  -0.203  0.054
H  0.539  2.729  -0.956  0.060
H  -2.556  -0.637  3.207  0.067
H  -4.200  -1.022  2.779  0.084
H  -4.172  1.843  3.314  0.111
H  -3.177  0.999  4.566  0.111
H  -4.186  -0.607  6.081  0.152
C  -2.057  0.343  -7.738  -0.066
C  -2.591  -1.066  -7.574  -0.238
O  -1.738  -1.862  -6.748  -0.002
C  -1.785  -1.856  -5.399  -0.522
C  -2.597  -0.795  -4.691  0.004
O  -1.132  -2.654  -4.784  0.106
H  -2.007  0.869  -6.784  0.067
H  -2.693  0.917  -8.413  0.081
H  -1.045  0.317  -8.143  0.084
H  -3.616  -1.082  -7.199  0.113
H  -2.606  -1.563  -8.542  0.122
H  -1.935  0.019  -4.397  0.042
H  -3.034  -1.240  -3.799  0.085
H  -3.420  -0.395  -5.279  0.070
C  5.158  5.246  -1.849  -0.064
C  4.714  3.835  -1.518  -0.233
O  5.627  3.190  -0.626  0.006
C  5.601  3.340  0.711  -0.523
C  4.735  4.417  1.324  0.015
O  6.314  2.653  1.392  0.090
H  5.188  5.877  -0.961  0.067
H  4.479  5.701  -2.571  0.082
H  6.164  5.235  -2.268  0.085
H  3.697  3.797  -1.123  0.108
H  4.718  3.232  -2.425  0.124
H  5.349  5.296  1.515  0.097
H  4.344  4.042  2.268  0.091
H  3.878  4.701  0.717  0.067

Properties
E_HOMO (eV): -8.12
Structure (SMILES): COCCCCCCCCCP(CCCCl)CCOC=O.CCOC(C)=O.CCOC(C)=O
ΔE to the lowest compared entry with this formula, charge and spin (kcal/mol): 18.9

Number 1: DFT total energy -1033294.636 eV. Number 2: DFT total energy -1706687.317 eV. Number 3: DFT total energy -122357.535 eV. Number 4: DFT total energy -61808.479 eV.